{"formula": "CH3Cl2OP", "method": "the ωB97M-V functional and the def2-TZVPD basis", "multiplicity": 3, "lumo_energy_ha": [0.03220, -0.14415], "charge": 0, "gap_ha": [0.30634, 0.25087], "elements": ["C", "O", "P", "Cl", "Cl", "H", "H", "H"], "xyz": [[-0.076, 0.274, 0.154], [0.301, 1.377, 1.010], [0.849, 1.385, 2.509], [-2.801, -0.414, -0.662], [0.960, 3.302, 2.680], [-1.178, -0.005, 0.133], [0.439, -0.509, 0.511], [0.184, 0.403, -0.842]], "forces_ev_per_a": [[-0.99, 2.22, 1.77], [-1.56, -0.09, -2.97], [0.19, -2.62, 0.90], [-0.28, -0.07, -0.10], [0.23, 2.44, 0.40], [0.34, 0.54, 0.60], [1.50, -3.44, 1.14], [0.57, 1.02, -1.74]]}

=====

{"formula": "C20H18BrN7O8PdS2", "method": "the ωB97M-V functional and the def2-TZVPD basis", "multiplicity": 1, "lumo_energy_ha": -0.07275, "charge": 0, "gap_ha": 0.23258, "elements": ["Pd", "N", "C", "C", "C", "C", "C", "C", "S", "O", "O", "N", "C", "N", "C", "C", "C", "N", "H", "H", "H", "H", "H", "H", "H", "H", "H", "O", "S", "O", "O", "O", "Br", "C", "C", "C", "C", "C", "N", "H", "H", "H", "H", "C", "N", "C", "C", "C", "O", "N", "C", "O", "H", "H", "H", "H", "H"], "xyz": [[-0.946, 0.427, 0.403], [6.470, -0.029, 2.468], [5.352, -0.490, 1.811], [5.445, -0.970, 0.500], [4.315, -1.392, -0.172], [3.083, -1.360, 0.464], [2.973, -0.882, 1.765], [4.098, -0.447, 2.432], [1.652, -1.912, -0.385], [2.031, -2.297, -1.707], [0.937, -2.833, 0.452], [0.701, -0.555, -0.465], [1.182, 0.606, -0.965], [0.288, 1.568, -0.666], [0.513, 2.846, -0.934], [1.668, 3.159, -1.622], [2.536, 2.114, -1.914], [2.327, 0.843, -1.587], [7.375, -0.262, 2.103], [6.419, 0.116, 3.460], [6.409, -0.997, 0.008], [4.374, -1.744, -1.193], [2.007, -0.823, 2.250], [4.011, -0.061, 3.441], [-0.225, 3.553, -0.592], [1.897, 4.177, -1.893], [3.470, 2.317, -2.428], [-1.091, 2.138, 3.835], [-0.738, 1.992, 2.464], [-0.028, 3.067, 1.833], [0.018, 0.661, 2.181], [-2.007, 1.627, 1.611], [-4.495, 0.024, 0.513], [-3.353, -1.294, 1.221], [-3.926, -2.477, 1.642], [-3.128, -3.426, 2.259], [-1.792, -3.144, 2.469], [-1.290, -1.948, 2.003], [-2.047, -1.056, 1.354], [-4.984, -2.631, 1.490], [-3.556, -4.365, 2.582], [-1.125, -3.835, 2.961], [-0.257, -1.690, 2.138], [-4.244, 2.570, -3.206], [-3.522, 1.378, -2.779], [-3.697, 0.185, -3.427], [-3.084, -0.939, -3.042], [-2.242, -0.929, -1.855], [-1.744, -1.930, -1.377], [-2.046, 0.330, -1.280], [-2.656, 1.492, -1.696], [-2.478, 2.567, -1.154], [-4.399, 2.526, -4.282], [-3.654, 3.445, -2.955], [-5.208, 2.644, -2.702], [-4.366, 0.218, -4.277], [-3.221, -1.874, -3.559]], "forces_ev_per_a": [[-0.03, -0.91, 0.43], [-0.03, 0.11, -0.05], [0.02, -0.04, 0.00], [0.01, 0.00, 0.00], [0.00, 0.00, 0.01], [0.02, 0.02, -0.01], [0.00, 0.01, -0.01], [-0.01, 0.01, 0.02], [-0.20, -0.19, 0.05], [0.00, 0.02, -0.03], [-0.03, 0.11, 0.05], [-0.14, 0.32, -0.39], [0.10, -0.09, 0.06], [-0.04, 0.23, 0.46], [-0.12, 0.02, -0.03], [-0.06, 0.07, 0.04], [0.08, -0.11, -0.01], [0.01, -0.01, -0.08], [0.01, -0.04, 0.01], [0.00, -0.04, 0.02], [-0.01, 0.00, 0.00], [0.00, 0.00, 0.01], [0.01, 0.00, 0.00], [0.00, 0.00, -0.01], [-0.04, 0.03, -0.02], [-0.01, 0.00, 0.01], [0.00, -0.02, -0.01], [-0.01, -0.22, 0.02], [-0.25, 0.17, 0.07], [0.03, 0.23, 0.15], [0.04, 0.14, -0.36], [0.28, 0.39, -0.31], [-0.15, -0.11, 0.16], [-0.06, 0.14, -0.09], [-0.02, -0.05, 0.09], [-0.06, 0.03, -0.03], [0.03, 0.01, 0.02], [-0.02, -0.08, -0.01], [0.19, 0.01, -0.14], [0.01, 0.00, 0.01], [0.00, 0.01, 0.00], [-0.01, 0.00, 0.00], [0.08, 0.00, -0.06], [0.02, -0.03, 0.01], [0.08, 0.01, -0.02], [-0.01, 0.01, -0.02], [-0.06, 0.01, 0.02], [0.13, 0.03, -0.04], [-0.07, -0.01, 0.11], [0.18, -0.19, -0.14], [0.01, -0.01, 0.01], [0.11, 0.02, 0.01], [-0.01, -0.01, 0.00], [0.00, 0.00, 0.00], [0.00, 0.01, 0.01], [0.01, 0.01, 0.00], [0.00, 0.00, 0.01]]}

=====

{"formula": "C5H5N", "method": "the ωB97M-V functional and the def2-TZVPD basis", "multiplicity": 1, "lumo_energy_ha": [-0.04261, -0.04292], "charge": 0, "smiles": "C=C=C=NC=C", "gap_ha": [0.26730, 0.26665], "elements": ["C", "C", "C", "N", "C", "C", "H", "H", "H", "H", "H"], "xyz": [[2.284, 2.399, 1.347], [1.437, 1.477, 0.904], [0.651, 0.574, 0.154], [-0.250, -0.308, -0.561], [-1.293, -0.977, -0.064], [-1.943, -1.893, -0.764], [2.429, 2.355, 2.433], [2.774, 3.243, 0.719], [-1.602, -0.576, 0.857], [-2.792, -2.276, -0.410], [-1.553, -2.121, -1.686]], "forces_ev_per_a": [[-0.27, 0.36, -0.51], [-3.14, -3.99, -4.04], [-2.09, -0.96, -0.12], [7.89, 6.66, 1.80], [-0.71, -0.17, 1.16], [2.43, 2.01, 0.44], [0.14, 0.59, -0.37], [-0.76, -1.87, 1.04], [-0.91, -0.14, 1.45], [-3.17, -1.70, 1.23], [0.58, -0.79, -2.07]]}

=====

{"formula": "C10H20ClLaSr", "method": "the ωB97M-V functional and the def2-TZVPD basis", "multiplicity": 1, "lumo_energy_ha": 0.15197, "charge": -2, "gap_ha": 0.13358, "elements": ["La", "Cl", "C", "C", "H", "H", "H", "H", "H", "H", "Sr", "C", "C", "H", "H", "H", "H", "H", "C", "C", "C", "C", "C", "C", "H", "H", "H", "H", "H", "H", "H", "H", "H"], "xyz": [[0.570, 0.384, -5.002], [1.330, -1.524, -3.218], [2.670, 1.484, -4.378], [-0.886, -1.335, -5.977], [3.006, 1.994, -5.295], [2.621, 2.222, -3.559], [3.406, 0.706, -4.110], [-1.033, -1.189, -7.055], [-1.868, -1.385, -5.483], [-0.367, -2.291, -5.800], [0.434, 0.206, -1.172], [-1.810, -1.016, -0.602], [-0.741, 1.395, -3.351], [-2.763, -0.690, -1.051], [-1.666, -2.087, -0.832], [-1.832, -0.871, 0.494], [-1.842, 1.267, -3.546], [-0.706, 2.333, -2.745], [1.285, -0.716, 4.606], [0.110, 0.021, 3.963], [-1.197, -0.696, 4.324], [0.028, 1.457, 4.483], [0.362, 0.062, 2.532], [0.717, 0.146, 1.357], [1.204, -0.711, 5.700], [2.233, -0.250, 4.324], [1.308, -1.757, 4.269], [-1.309, -0.716, 5.413], [-2.057, -0.163, 3.906], [-1.205, -1.728, 3.958], [0.910, 2.038, 4.199], [-0.856, 1.955, 4.075], [-0.056, 1.455, 5.574]], "forces_ev_per_a": [[-1.40, 1.24, 0.69], [0.65, -0.98, 0.42], [1.91, 0.47, 0.33], [-0.73, -1.35, -0.98], [0.33, 0.22, 0.00], [0.02, -0.06, -0.20], [0.14, 0.26, -0.08], [-0.21, -0.29, -0.28], [0.08, 0.04, -0.07], [-0.17, -0.05, -0.21], [-1.05, -0.19, -0.64], [0.03, -0.03, 0.14], [-0.73, 1.07, -0.21], [0.15, -0.04, 0.08], [-0.11, 0.05, 0.14], [-0.19, -0.19, -0.20], [0.59, -0.33, 0.22], [0.18, -0.10, -0.05], [0.22, -0.12, 0.37], [-0.05, -0.03, 0.08], [-0.08, -0.04, 0.02], [-0.01, 0.21, 0.29], [0.27, 0.08, -1.07], [0.18, 0.17, 1.15], [-0.02, -0.01, 0.05], [-0.12, -0.02, 0.00], [0.00, 0.12, -0.02], [-0.04, -0.03, 0.08], [0.13, -0.15, -0.06], [0.00, 0.20, -0.05], [-0.06, -0.13, -0.01], [0.11, -0.03, -0.04], [-0.01, 0.06, 0.11]]}

=====

Quick rundown of relative energy (zero: lowest compared OMol25 entry of this formula, charge and spin), same order as above: 17.57 3.67 136.09 0.00 kcal per mole
Quick rundown of molar mass, same order as above: 132.91 734.86 79.10 402.25 g mol⁻¹